Molecular formula: C44H109Cl2O28P7
Method: DFT, the ωB97M-V functional and the def2-TZVPD basis

Last column: Löwdin charge in e.
Element x y z (Å)
1 C -11.77659 -0.03049 12.96587  -0.055
2 C -10.61962 -0.66723 12.11809  -0.224
3 O -10.42910 -0.00775 10.85048  -0.200
4 P -10.15083 1.61410 10.78343  0.521
5 O -9.12924 2.18722 11.68034  -0.234
6 O -11.58567 2.39240 10.74841  -0.207
7 C -11.91330 3.30759 11.80897  -0.278
8 C -13.42090 3.33879 12.01899  -0.070
9 O -9.89948 1.77533 9.16609  -0.204
10 C -9.55480 2.96515 8.49256  -0.285
11 C -8.41433 3.68463 9.18122  -0.082
12 H -11.40557 0.52651 13.82622  0.079
13 H -12.39193 0.63796 12.36369  0.047
14 H -12.38802 -0.88612 13.25248  0.071
15 H -9.66301 -0.48400 12.60740  0.107
16 H -10.83473 -1.72401 11.95985  0.115
17 H -11.51437 2.97748 12.76813  0.101
18 H -11.43447 4.25262 11.55257  0.121
19 H -13.59637 3.85682 12.96184  0.078
20 H -13.97105 3.92465 11.28265  0.073
21 H -13.84136 2.33316 12.02499  0.072
22 H -9.36771 2.70913 7.44970  0.118
23 H -10.45458 3.57986 8.46730  0.110
24 H -7.66652 2.94643 9.47095  0.080
25 H -7.86467 4.38194 8.54898  0.076
26 H -8.84304 4.15879 10.06410  0.068
27 C -18.88182 2.65511 25.71432  -0.064
28 C -19.68517 2.45208 24.40224  -0.328
29 O -20.92272 2.97017 24.50336  -0.172
30 P -21.28277 4.53676 24.23641  0.522
31 O -20.17729 5.56273 24.24161  -0.254
32 O -22.09639 4.45156 22.86601  -0.174
33 C -22.62235 5.61858 22.33396  -0.290
34 C -24.11203 5.81955 22.68470  -0.057
35 O -22.43690 4.73275 25.39454  -0.217
36 C -22.03385 5.01624 26.76470  -0.238
37 C -22.73940 6.39531 27.12480  -0.057
38 H -18.20416 3.50880 25.70392  0.075
39 H -19.67799 2.66276 26.45874  0.070
40 H -18.33956 1.76053 26.02054  0.067
41 H -19.05640 2.86673 23.61432  0.120
42 H -19.83952 1.37652 24.31595  0.123
43 H -22.02550 6.47794 22.63951  0.110
44 H -22.40764 5.45613 21.27774  0.124
45 H -24.66488 4.91800 22.42075  0.072
46 H -24.32794 5.90231 23.74989  0.065
47 H -24.62481 6.62092 22.15276  0.075
48 H -22.43361 4.22939 27.40435  0.112
49 H -20.96192 5.13981 26.91892  0.104
50 H -23.74390 6.10962 27.43701  0.067
51 H -22.44717 6.72375 28.12221  0.064
52 H -22.50559 7.07710 26.30712  0.080
53 C -7.99452 11.59205 27.42151  -0.066
54 C -8.27005 11.69225 25.89163  -0.264
55 O -9.68019 11.67085 25.80752  -0.199
56 P -10.46411 10.23662 25.50341  0.507
57 O -9.95626 9.39700 24.42482  -0.218
58 O -10.53416 9.49181 26.92107  -0.169
59 C -11.21338 8.29258 26.98655  -0.317
60 C -10.27992 7.04858 27.03839  -0.054
61 O -12.02958 10.76529 25.31415  -0.186
62 C -12.21675 11.58136 24.13177  -0.278
63 C -12.93223 12.77800 24.68978  -0.095
64 H -8.42212 10.65466 27.77725  0.063
65 H -6.92160 11.43052 27.52569  0.069
66 H -8.27953 12.48280 27.98136  0.077
67 H -7.81132 12.54505 25.39122  0.119
68 H -7.83859 10.77707 25.48618  0.106
69 H -11.98527 8.27362 27.75591  0.117
70 H -11.90035 8.11380 26.15937  0.109
71 H -10.75885 6.08457 27.20988  0.074
72 H -10.03454 6.91911 25.98429  0.061
73 H -9.33949 7.21212 27.56464  0.076
74 H -11.39497 11.89557 23.48831  0.117
75 H -12.83629 11.10507 23.37189  0.118
76 H -12.53124 13.32782 25.54126  0.081
77 H -12.97189 13.55294 23.92428  0.074
78 H -13.97488 12.60854 24.95860  0.076
79 C -25.91332 -0.36974 19.62750  -0.073
80 C -24.53250 -0.89163 20.06415  -0.236
81 O -23.90011 -1.70143 18.99916  -0.212
82 P -22.34959 -2.20485 19.18250  0.547
83 O -22.09582 -2.70670 20.56791  -0.250
84 O -22.16806 -3.29534 17.92589  -0.195
85 C -23.09286 -4.23468 17.58571  -0.358
86 C -23.52460 -3.88975 16.22033  -0.081
87 O -21.45733 -0.92776 18.73215  -0.177
88 C -21.65084 -0.39672 17.45740  -0.297
89 C -20.30310 0.12573 16.93318  -0.062
90 H -25.91193 0.01457 18.60750  0.078
91 H -26.71880 -1.03727 19.93361  0.072
92 H -26.12624 0.50391 20.24352  0.069
93 H -23.94400 -0.04556 20.41903  0.113
94 H -24.66419 -1.47159 20.97761  0.111
95 H -22.54391 -5.17631 17.57623  0.125
96 H -23.90764 -4.42944 18.28306  0.129
97 H -24.12019 -4.75628 15.93310  0.082
98 H -24.14874 -2.99630 16.20350  0.082
99 H -22.70041 -3.77182 15.51683  0.088
100 H -21.99422 -1.24812 16.86977  0.098
101 H -22.34192 0.44089 17.36299  0.121
102 H -20.25227 0.29334 15.85735  0.078
103 H -19.98875 1.07932 17.35739  0.069
104 H -19.53744 -0.48592 17.41042  0.079
105 C -22.56990 9.97052 13.51931  -0.034
106 C -21.69838 11.35188 13.62220  -0.202
107 O -21.12228 11.46554 14.94583  -0.244
108 P -21.93849 12.27571 16.10564  0.459
109 O -23.04032 11.51136 16.73693  -0.231
110 O -22.28971 13.73212 15.46346  -0.195
111 C -21.34315 14.53738 14.77356  -0.275
112 C -20.66129 15.40939 15.80872  -0.061
113 O -20.76908 12.61280 17.12934  -0.190
114 C -19.41521 12.12091 17.02399  -0.260
115 C -19.28833 10.67754 17.53265  -0.065
116 H -23.09241 9.78293 12.58128  0.062
117 H -22.03463 9.07927 13.84684  0.067
118 H -23.36771 10.13287 14.24403  0.057
119 H -20.82436 11.50915 12.99018  0.112
120 H -22.36905 12.20677 13.53583  0.095
121 H -20.62965 13.87611 14.28190  0.101
122 H -21.74870 15.05008 13.90134  0.124
123 H -20.26868 14.85782 16.66296  0.068
124 H -19.97675 16.11406 15.33653  0.081
125 H -21.45745 16.03189 16.21705  0.081
126 H -18.95991 12.19999 16.03680  0.111
127 H -18.78423 12.78196 17.61811  0.114
128 H -18.32753 10.16446 17.49140  0.077
129 H -19.62762 10.62252 18.56704  0.081
130 H -19.90567 10.06394 16.87654  0.068
131 C -11.80694 -9.46580 15.22313  -0.081
132 C -12.83779 -10.52287 15.15428  -0.293
133 O -13.92920 -9.94009 14.44265  -0.185
134 P -15.19418 -9.28262 15.21521  0.449
135 O -16.10632 -8.51081 14.35573  -0.237
136 O -15.86721 -10.46234 16.07563  -0.207
137 C -16.92216 -11.28682 15.42266  -0.232
138 C -16.76759 -12.72012 15.86126  -0.078
139 O -14.49444 -8.32439 16.34471  -0.244
140 C -15.06373 -7.17400 16.97117  -0.212
141 C -13.87923 -6.64899 17.92609  -0.053
142 H -10.88593 -9.99399 15.46980  0.081
143 H -11.65756 -9.02020 14.23965  0.090
144 H -11.99876 -8.69110 15.96552  0.071
145 H -12.59738 -11.38903 14.53778  0.121
146 H -13.05763 -10.98737 16.11554  0.121
147 H -17.92158 -10.93030 15.67196  0.121
148 H -16.70091 -11.17682 14.36104  0.108
149 H -17.37584 -13.32485 15.18863  0.082
150 H -15.73395 -13.04138 15.73290  0.076
151 H -17.01838 -12.81438 16.91783  0.080
152 H -15.46502 -6.50977 16.20575  0.114
153 H -15.82564 -7.58590 17.63293  0.112
154 H -14.20389 -5.70125 18.35559  0.066
155 H -13.62017 -7.48534 18.57532  0.070
156 H -12.92440 -6.40271 17.46161  0.059
157 C -8.35151 9.30601 17.22554  -0.089
158 C -8.48904 10.68448 17.68210  -0.299
159 O -8.02041 11.69498 16.76743  -0.219
160 P -8.63959 13.27675 16.69656  0.528
161 O -9.96058 13.64543 17.17172  -0.212
162 O -7.49525 13.94317 17.64882  -0.205
163 C -7.52284 15.31041 17.92543  -0.292
164 C -6.11819 15.72120 18.49301  -0.059
165 O -8.23231 13.70548 15.17216  -0.193
166 C -7.03005 13.35165 14.45137  -0.269
167 C -7.39974 12.61239 13.20231  -0.083
168 H -8.96635 9.07457 16.35577  0.083
169 H -7.36453 9.12106 16.80156  0.079
170 H -8.48778 8.55805 18.00662  0.089
171 H -9.53481 10.84277 17.94556  0.118
172 H -7.86265 10.96734 18.52811  0.125
173 H -7.87174 15.93670 17.10438  0.115
174 H -8.28757 15.50989 18.67610  0.111
175 H -5.29392 15.50957 17.81191  0.069
176 H -6.14269 16.75960 18.82351  0.069
177 H -5.86087 15.17457 19.40025  0.068
178 H -6.36777 14.19632 14.26162  0.121
179 H -6.47947 12.62022 15.04296  0.107
180 H -7.86624 11.67492 13.50501  0.077
181 H -8.08123 13.16917 12.55914  0.081
182 H -6.55549 12.22094 12.63476  0.081
183 Cl -13.32760 2.39357 21.31450  0.491
184 C -12.73231 4.07285 21.73068  -0.610
185 C -13.65701 5.09056 21.05356  -0.651
186 Cl -13.67911 4.86304 19.27314  0.500
187 H -11.67884 4.18489 21.47428  0.070
188 H -12.73360 4.25750 22.80492  0.070
189 H -13.34234 6.12859 21.16120  0.064
190 H -14.69379 5.01240 21.38080  0.066

The HOMO-LUMO gap is 10.8 eV. The SMILES is CCOP(=O)(OCC)OCC.CCOP(=O)(OCC)OCC.CCOP(=O)(OCC)OCC.CCOP(=O)(OCC)OCC.CCOP(=O)(OCC)OCC.CCOP(=O)(OCC)OCC.CCOP(=O)(OCC)OCC.ClCCCl. The largest force on an atom comes out at 5.97 eV Å⁻¹. The spin multiplicity is 1. The HOMO energy comes out at -10.42 eV.